A molecular structure, C2H5Cl2O3PSi, computed with wB97M-V/def2-TZVPD.

Structure (XYZ):
```
14
Properties=species:S:1:pos:R:3:lowdin_charge:R:1
C -1.678 -1.209 -0.600 -0.27
C -0.023 1.271 0.744 -1.27
O 1.498 -0.426 -0.369 -0.48
O 2.755 1.338 0.964 -0.43
O 1.481 -0.547 2.197 -0.43
Si 0.105 -0.473 -1.172 0.33
P 1.546 0.481 1.112 0.09
Cl 0.098 2.811 0.029 0.40
Cl -0.754 1.609 2.496 0.21
H -1.482 -1.183 0.464 -0.02
H -2.614 -0.629 -0.895 0.01
H -1.675 -2.233 -1.115 -0.01
H 0.652 -1.653 -2.117 -0.05
H 0.092 0.843 -1.739 -0.08
```

Its relative energy (zero: lowest compared OMol25 entry of this formula, charge and spin) is 565.49 kJ/mol. Its net charge is -2. As for the LUMO energy: 6.0 eV. The HOMO-LUMO gap comes out at 5.781 eV.